DFT (ωB97M-V with the def2-TZVPD basis set) results for a structure of composition C25H31FeN7O4PS2.

DFT total energy, hartree: -4056.9190
Total charge: -1
E_LUMO (alpha / beta), Ha: 0.0858 / 0.0860
Energy relative to the best compared isomer or geometry (same formula, charge and spin), eV: 1.9992
Orbital gap (alpha / beta), hartree: 0.2314 / 0.2368
Spin multiplicity: 1
HOMO level (alpha / beta), eV: -3.96 / -4.10

Cartesian coordinates (Å):
Fe: -0.141 0.900 0.299
N: 1.335 4.887 0.723
C: 0.594 3.764 0.399
S: -0.176 2.889 1.699
N: 0.497 3.492 -0.863
N: -0.256 2.323 -1.063
C: -1.149 2.437 -1.964
C: -2.256 1.528 -2.158
C: -3.024 1.623 -3.330
C: -4.198 0.925 -3.488
C: -4.651 0.126 -2.423
C: -3.935 0.019 -1.260
C: -2.690 0.689 -1.084
O: -2.022 0.542 -0.003
H: 1.172 5.245 1.647
H: 1.454 5.563 -0.013
H: -1.114 3.350 -2.562
H: -2.670 2.273 -4.126
H: -4.766 0.999 -4.407
H: -5.586 -0.417 -2.523
H: -4.281 -0.603 -0.441
O: 1.726 1.116 0.539
O: 2.048 -0.086 -0.241
C: 2.782 1.513 -4.491
N: 1.849 0.404 -4.635
C: 2.606 -0.841 -4.719
N: 3.492 -1.065 -3.578
C: 4.352 0.110 -3.407
N: 3.634 1.378 -3.324
C: 2.849 1.517 -2.085
P: 1.634 0.096 -1.846
C: 0.850 0.392 -3.565
C: 2.704 -1.328 -2.369
H: 2.219 2.445 -4.415
H: 3.412 1.550 -5.383
H: 3.211 -0.807 -5.627
H: 1.908 -1.676 -4.793
H: 5.023 0.160 -4.268
H: 4.948 -0.020 -2.503
H: 2.307 2.462 -2.106
H: 3.506 1.536 -1.219
H: 0.339 1.354 -3.563
H: 0.114 -0.383 -3.771
H: 2.070 -2.200 -2.543
H: 3.366 -1.552 -1.536
S: -1.689 -2.611 -2.622
C: -0.687 -1.592 -1.924
N: 0.055 -0.846 -1.386
C: -2.152 -3.883 6.938
C: -1.612 -2.951 5.885
C: -1.923 -3.125 4.547
C: -1.429 -2.280 3.554
C: -1.826 -2.527 2.122
C: -0.581 -1.232 3.939
C: 0.003 -0.319 2.941
O: -0.262 -0.376 1.769
C: -0.269 -1.025 5.295
C: 0.607 0.121 5.753
C: -0.790 -1.888 6.245
H: -2.756 -4.673 6.494
H: -2.773 -3.342 7.655
H: -1.338 -4.348 7.496
H: -2.573 -3.944 4.256
H: -2.501 -3.381 2.065
H: -0.955 -2.721 1.493
H: -2.304 -1.651 1.678
H: 0.718 0.447 3.274
H: 0.230 1.082 5.403
H: 1.630 0.021 5.384
H: 0.645 0.147 6.842
H: -0.555 -1.728 7.293

=====

DFT (ωB97M-V with the def2-TZVPD basis set) results for a structure of composition C25H31GeN2OsSbSe4.

DFT total energy, hartree: -13094.2887
Total charge: -2
E_LUMO (alpha / beta), Ha: 0.1509 / 0.1503
Energy relative to the best compared isomer or geometry (same formula, charge and spin), eV: 0.4687
Orbital gap (alpha / beta), hartree: 0.1645 / 0.1995
Spin multiplicity: 5
HOMO level (alpha / beta), eV: -0.37 / -1.34

Cartesian coordinates (Å):
Os: 0.541 1.166 -2.373
Se: 3.842 3.895 0.054
Sb: 2.739 3.583 -2.102
Se: 2.911 1.023 -2.882
Se: -0.604 3.089 -3.184
Se: 3.753 4.751 -3.974
C: -2.317 -0.093 -3.980
N: -1.875 -0.189 -2.602
C: -2.765 0.558 -1.729
C: -1.740 -1.556 -2.135
C: -0.685 -2.365 -2.878
N: 0.664 -1.863 -2.718
C: 1.519 -2.247 -3.821
C: 1.253 -2.248 -1.452
H: -3.289 -0.598 -4.133
H: -1.581 -0.531 -4.654
H: -2.401 0.960 -4.243
H: -3.756 0.075 -1.652
H: -2.872 1.572 -2.112
H: -2.326 0.626 -0.736
H: -2.703 -2.095 -2.230
H: -1.508 -1.517 -1.070
H: -0.918 -2.366 -3.945
H: -0.760 -3.418 -2.546
H: 1.597 -3.346 -3.922
H: 2.514 -1.834 -3.664
H: 1.132 -1.832 -4.752
H: 1.402 -3.343 -1.390
H: 0.607 -1.937 -0.634
H: 2.208 -1.739 -1.321
C: 0.407 1.040 -0.638
Ge: 0.189 0.517 1.171
C: -1.355 -0.617 1.744
C: -1.362 -2.013 1.719
C: -2.500 -2.742 2.042
C: -3.672 -2.085 2.393
C: -3.690 -0.696 2.420
C: -2.545 0.022 2.103
C: -0.064 2.167 2.210
C: -0.337 2.146 3.577
C: -0.479 3.326 4.295
C: -0.347 4.548 3.646
C: -0.071 4.583 2.286
C: 0.071 3.399 1.572
C: 1.886 -0.339 1.662
C: 2.054 -1.399 2.550
C: 3.313 -1.941 2.787
C: 4.426 -1.421 2.139
C: 4.275 -0.354 1.262
C: 3.016 0.181 1.024
H: -0.467 -2.553 1.430
H: -2.471 -3.825 2.014
H: -4.564 -2.650 2.639
H: -4.599 -0.169 2.685
H: -2.577 1.107 2.133
H: -0.442 1.194 4.092
H: -0.684 3.293 5.359
H: -0.448 5.472 4.204
H: 0.055 5.531 1.778
H: 0.312 3.426 0.514
H: 1.202 -1.808 3.082
H: 3.422 -2.768 3.480
H: 5.408 -1.842 2.320
H: 5.129 0.075 0.752
H: 2.928 1.014 0.333

=====

DFT (ωB97M-V with the def2-TZVPD basis set) results for a cluster of 6 separate species, C25H31IN2O18PS in total.

DFT total energy, hartree: -3471.8834
Total charge: +1
E_LUMO, Ha: -0.2162
Orbital gap, hartree: 0.2116
Spin multiplicity: 1
HOMO level, eV: -11.64

Cartesian coordinates (Å):
C: -2.515 -2.879 -1.843
S: -0.836 -2.093 -1.541
O: -0.968 -0.592 -1.585
O: 0.184 -2.577 -2.549
C: -0.330 -2.655 0.175
C: 0.146 -4.141 0.337
C: 0.575 -4.765 1.711
C: 0.560 -3.819 2.954
C: 1.013 -4.320 4.364
P: 1.610 -6.073 4.799
O: 2.362 -6.834 3.463
I: -0.484 -7.352 5.253
N: 0.953 -3.380 5.489
C: 0.529 -2.002 5.384
N: 0.562 -1.193 6.632
C: 0.048 -1.386 4.044
C: 0.077 -2.328 2.783
C: -0.383 -1.706 1.409
H: -3.146 -2.699 -0.891
H: -2.343 -4.012 -1.887
H: -3.008 -2.462 -2.783
H: 0.165 -4.796 -0.614
H: 0.869 -5.863 1.695
H: 1.727 -7.558 3.203
H: 1.235 -3.719 6.432
H: 0.027 -0.319 6.449
H: 0.058 -1.718 7.365
H: -0.317 -0.299 3.940
H: -0.761 -0.625 1.290
C: 2.530 -0.446 -4.947
C: 1.451 -1.407 -5.338
O: 1.772 -1.722 -6.686
C: 3.104 -1.486 -6.845
O: 3.736 -1.803 -7.811
O: 3.624 -0.842 -5.762
H: 2.788 -0.516 -3.889
H: 2.273 0.592 -5.183
H: 1.474 -2.326 -4.746
H: 0.455 -0.967 -5.270
C: -0.170 2.183 -0.787
C: -0.010 3.437 -1.590
O: 0.334 4.406 -0.607
C: 0.875 3.734 0.445
O: 1.422 4.258 1.374
O: 0.713 2.388 0.308
H: 0.107 1.291 -1.347
H: -1.187 2.059 -0.402
H: 0.803 3.367 -2.317
H: -0.926 3.719 -2.109
C: -3.566 -5.752 3.385
C: -4.400 -6.513 2.401
O: -4.739 -5.524 1.439
C: -3.791 -4.554 1.513
O: -3.681 -3.655 0.727
O: -2.981 -4.732 2.590
H: -2.798 -6.371 3.849
H: -4.168 -5.286 4.171
H: -3.839 -7.312 1.906
H: -5.297 -6.939 2.854
C: -1.617 7.330 0.569
C: -1.048 7.922 -0.682
O: -2.138 7.857 -1.593
C: -3.278 7.819 -0.851
O: -4.384 7.928 -1.302
O: -3.001 7.641 0.471
H: -1.184 7.766 1.471
H: -1.500 6.243 0.609
H: -0.755 8.969 -0.555
H: -0.193 7.359 -1.058
C: 4.531 5.350 -2.353
C: 3.365 4.685 -3.019
O: 2.255 5.151 -2.263
C: 2.632 6.325 -1.683
O: 1.883 7.066 -1.114
O: 3.965 6.545 -1.834
H: 5.339 5.573 -3.051
H: 4.932 4.760 -1.523
H: 3.242 5.000 -4.059
H: 3.430 3.596 -2.984

=====

DFT (ωB97M-V with the def2-TZVPD basis set) results for a structure of composition C25H31MoN4O4SeTe.

DFT total energy, hartree: -4228.8955
E_LUMO (alpha / beta), Ha: -0.0757 / -0.0655
Energy relative to the best compared isomer or geometry (same formula, charge and spin), eV: 1.9254
Orbital gap (alpha / beta), hartree: 0.2038 / 0.2142
Spin multiplicity: 2
HOMO level (alpha / beta), eV: -7.61 / -7.61

Cartesian coordinates (Å):
Mo: -0.139 -0.646 0.501
N: -1.212 -2.175 -0.901
C: -2.635 -1.876 -0.574
C: -2.826 -0.361 -0.562
O: -3.756 0.176 -1.119
N: -1.808 0.317 0.071
C: -1.459 1.646 -0.421
C: -0.073 1.543 -1.088
O: 0.584 2.490 -1.399
O: 0.344 0.257 -1.207
H: -1.014 -1.907 -1.862
H: -1.008 -3.167 -0.804
H: -2.843 -2.279 0.418
H: -3.326 -2.312 -1.293
H: -1.368 2.364 0.394
H: -2.192 2.008 -1.143
Se: -0.644 -2.446 2.395
C: -0.103 -3.816 1.283
N: 0.195 -4.650 0.541
C: 2.854 -0.965 1.203
C: 2.268 0.407 1.447
O: 2.872 1.428 1.522
N: 0.835 0.308 1.522
Te: 0.052 2.978 3.107
C: -0.967 4.738 3.710
C: -1.354 4.916 5.044
C: -1.060 3.898 6.112
C: -2.055 6.067 5.393
C: -2.365 7.047 4.463
C: -3.121 8.286 4.855
C: -1.953 6.856 3.150
C: -1.261 5.719 2.750
C: -0.902 5.594 1.290
C: -1.320 1.504 3.803
C: -0.843 0.483 4.638
C: 0.576 0.376 5.139
C: -1.716 -0.528 5.041
C: -3.040 -0.565 4.638
C: -3.956 -1.679 5.060
C: -3.491 0.457 3.813
C: -2.662 1.487 3.384
C: -3.278 2.507 2.460
H: 3.922 -0.890 1.010
H: 2.403 -1.429 0.310
H: 2.656 -1.614 2.057
H: -0.044 3.508 6.019
H: -1.737 3.044 6.039
H: -1.175 4.338 7.102
H: -2.355 6.202 6.427
H: -3.295 8.319 5.930
H: -4.091 8.326 4.356
H: -2.572 9.186 4.572
H: -2.173 7.618 2.409
H: -0.788 6.583 0.846
H: -1.701 5.082 0.745
H: 0.015 5.038 1.109
H: 1.172 1.260 4.929
H: 1.072 -0.486 4.682
H: 0.582 0.212 6.218
H: -1.337 -1.310 5.692
H: -3.482 -2.320 5.802
H: -4.229 -2.302 4.206
H: -4.880 -1.288 5.487
H: -4.526 0.456 3.485
H: -4.265 2.794 2.825
H: -3.418 2.075 1.466
H: -2.686 3.412 2.362

=====

DFT (ωB97M-V with the def2-TZVPD basis set) results for an isolated molecule of C25H31N3O2.

DFT total energy, hartree: -1286.0461
E_LUMO, Ha: 0.0121
Energy relative to the best compared isomer or geometry (same formula, charge and spin), eV: 0.3587
Orbital gap, hartree: 0.3012
SMILES: CCN(CC)CCCN/C=C1\C(=O)N(c2c(C)cccc2C)C(=O)c2ccccc21
Spin multiplicity: 1
HOMO level, eV: -7.87

Cartesian coordinates (Å):
C: -0.395 1.338 3.439
C: 0.537 0.491 2.580
N: 1.572 -0.169 3.361
C: 2.507 0.724 4.018
C: 3.401 1.569 3.102
C: 2.200 -1.250 2.622
C: 1.390 -2.548 2.777
C: 1.370 -3.390 1.497
N: 0.664 -2.705 0.452
C: 1.233 -2.091 -0.573
C: 0.589 -1.192 -1.402
C: -0.745 -0.754 -1.034
O: -1.376 -1.212 -0.076
N: -1.316 0.255 -1.778
C: -2.622 0.699 -1.373
C: -3.738 -0.021 -1.788
C: -3.579 -1.238 -2.647
C: -4.990 0.420 -1.384
C: -5.120 1.548 -0.595
C: -3.998 2.254 -0.201
C: -2.731 1.841 -0.585
C: -1.507 2.607 -0.186
C: -0.756 0.881 -2.878
O: -1.354 1.769 -3.454
C: 0.563 0.390 -3.285
C: 1.143 0.962 -4.418
C: 2.371 0.537 -4.868
C: 3.026 -0.482 -4.184
C: 2.463 -1.054 -3.065
C: 1.221 -0.628 -2.575
H: -0.692 0.776 4.320
H: -1.285 1.589 2.868
H: 0.080 2.263 3.755
H: -0.059 -0.291 2.103
H: 0.967 1.109 1.771
H: 3.139 0.104 4.662
H: 1.931 1.385 4.668
H: 2.807 2.259 2.507
H: 3.975 0.937 2.428
H: 4.094 2.150 3.704
H: 2.293 -0.996 1.552
H: 3.209 -1.405 3.009
H: 0.364 -2.288 3.041
H: 1.796 -3.145 3.593
H: 2.390 -3.602 1.164
H: 0.863 -4.340 1.697
H: -0.302 -2.399 0.629
H: 2.270 -2.345 -0.756
H: -3.050 -2.017 -2.099
H: -4.549 -1.623 -2.949
H: -3.002 -1.000 -3.541
H: -5.869 -0.125 -1.696
H: -6.101 1.881 -0.288
H: -4.104 3.138 0.411
H: -1.066 3.079 -1.064
H: -0.762 1.943 0.252
H: -1.756 3.381 0.536
H: 0.593 1.742 -4.924
H: 2.819 0.980 -5.744
H: 3.985 -0.834 -4.535
H: 2.996 -1.854 -2.574

=====

DFT (ωB97M-V with the def2-TZVPD basis set) results for a structure of composition C25H31NO2PPtS.

DFT total energy, hartree: -2035.1173
Total charge: +1
E_LUMO, Ha: -0.1005
Energy relative to the best compared isomer or geometry (same formula, charge and spin), eV: 0.2546
Orbital gap, hartree: 0.2743
Spin multiplicity: 1
HOMO level, eV: -10.20

Cartesian coordinates (Å):
Pt: -0.333 0.428 -0.447
C: -1.109 3.755 0.358
O: -1.636 2.551 -0.193
C: -2.834 2.770 -0.947
C: -3.444 1.442 -1.323
O: -2.553 0.649 -2.073
C: -2.583 0.858 -3.477
H: -1.835 4.213 1.034
H: -0.860 4.471 -0.429
H: -0.207 3.495 0.905
H: -2.610 3.372 -1.836
H: -3.549 3.332 -0.337
H: -4.385 1.603 -1.859
H: -3.657 0.884 -0.412
H: -3.577 0.644 -3.879
H: -1.863 0.171 -3.914
H: -2.306 1.883 -3.747
S: 1.310 3.108 -3.838
C: 2.600 2.137 -3.287
C: 2.227 1.454 -2.181
N: 0.935 1.700 -1.764
C: 0.342 2.544 -2.573
H: 3.550 2.114 -3.795
H: 2.849 0.772 -1.622
H: -0.673 2.878 -2.439
C: 4.353 -2.612 -0.300
C: 3.894 -1.416 0.306
C: 2.620 -0.982 0.092
C: 1.726 -1.708 -0.744
C: 0.396 -1.280 -1.034
C: -0.442 -2.050 -1.788
C: 0.021 -3.268 -2.348
C: 1.296 -3.688 -2.126
C: 2.179 -2.921 -1.323
C: 3.513 -3.345 -1.082
H: 5.371 -2.940 -0.137
H: 4.559 -0.851 0.947
H: 2.259 -0.081 0.574
H: -1.462 -1.731 -1.971
H: -0.653 -3.862 -2.953
H: 1.652 -4.619 -2.552
H: 3.853 -4.269 -1.534
C: -2.004 -1.767 1.499
P: -1.221 -0.122 1.589
C: -2.555 0.858 2.319
C: -0.013 -0.376 2.914
C: 0.932 -1.388 2.750
C: 1.856 -1.648 3.747
C: 1.851 -0.893 4.914
C: 0.923 0.124 5.078
C: -0.006 0.386 4.079
H: -1.307 -2.474 1.052
H: -2.885 -1.703 0.858
H: -2.298 -2.118 2.489
H: -2.823 0.386 3.264
H: -3.414 0.842 1.651
H: -2.269 1.894 2.492
H: 0.946 -1.974 1.840
H: 2.582 -2.441 3.614
H: 2.573 -1.096 5.694
H: 0.918 0.713 5.985
H: -0.720 1.188 4.221

=====

DFT (ωB97M-V with the def2-TZVPD basis set) results for a structure of composition C25H31NO2PPtS.

DFT total energy, hartree: -2035.1144
Total charge: +1
E_LUMO, Ha: -0.0951
Energy relative to the best compared isomer or geometry (same formula, charge and spin), eV: 0.3313
Orbital gap, hartree: 0.2797
Spin multiplicity: 1
HOMO level, eV: -10.20

Cartesian coordinates (Å):
Pt: -0.279 -0.432 0.514
C: 2.929 0.396 1.426
O: 1.993 0.118 0.384
C: 2.028 1.058 -0.694
C: 1.222 2.278 -0.366
O: -0.130 1.863 -0.222
C: -1.017 2.922 0.126
H: 3.917 0.553 0.990
H: 2.966 -0.481 2.070
H: 2.632 1.269 2.009
H: 1.587 0.559 -1.557
H: 3.065 1.315 -0.926
H: 1.310 3.011 -1.175
H: 1.570 2.749 0.561
H: -1.101 3.627 -0.702
H: -0.654 3.450 1.011
H: -1.989 2.475 0.326
S: 0.482 0.501 5.324
C: -0.453 1.804 4.754
C: -0.551 1.738 3.404
N: 0.100 0.676 2.814
C: 0.678 -0.049 3.732
H: -0.870 2.539 5.422
H: -1.080 2.442 2.783
H: 1.255 -0.936 3.511
C: -4.351 -1.929 -3.067
C: -2.969 -1.650 -3.168
C: -2.274 -1.199 -2.083
C: -2.907 -1.009 -0.828
C: -2.214 -0.589 0.357
C: -2.925 -0.327 1.500
C: -4.339 -0.466 1.539
C: -5.005 -0.920 0.447
C: -4.306 -1.209 -0.757
C: -5.002 -1.697 -1.892
H: -4.890 -2.305 -3.926
H: -2.464 -1.788 -4.115
H: -1.219 -0.965 -2.169
H: -2.410 -0.017 2.401
H: -4.871 -0.238 2.454
H: -6.079 -1.058 0.474
H: -6.067 -1.872 -1.810
C: -0.514 -3.567 -0.947
P: 0.192 -2.618 0.421
C: -0.456 -3.526 1.846
C: 1.962 -2.962 0.328
C: 2.651 -2.665 -0.849
C: 4.020 -2.853 -0.925
C: 4.720 -3.324 0.180
C: 4.044 -3.631 1.349
C: 2.668 -3.445 1.426
H: -0.300 -4.627 -0.807
H: -0.096 -3.241 -1.898
H: -1.590 -3.402 -0.974
H: -0.421 -4.600 1.664
H: -1.490 -3.209 1.985
H: 0.088 -3.300 2.761
H: 2.116 -2.284 -1.711
H: 4.543 -2.638 -1.847
H: 5.793 -3.454 0.125
H: 4.582 -4.025 2.201
H: 2.154 -3.706 2.341